# 1
Molecular formula: C21H56F16N12O24P2S4
Method: DFT, wB97M-V/def2-TZVPD

Geometry (Å):
1 C -27.824 -0.083 -14.794
2 C -28.660 -1.360 -14.367
3 O -29.502 -1.451 -13.467
4 N -28.355 -2.655 -15.111
5 H -27.350 -2.710 -15.197
6 H -28.612 -3.493 -14.610
7 C -29.222 -2.780 -16.372
8 H -27.021 -0.334 -15.487
9 H -27.497 0.577 -13.991
10 H -28.491 0.481 -15.447
11 H -28.904 -3.684 -16.891
12 H -29.342 -1.863 -16.950
13 H -30.168 -3.033 -15.894
14 C -23.816 11.526 -13.329
15 C -24.633 12.679 -14.018
16 O -24.227 13.762 -14.344
17 N -26.039 12.282 -14.340
18 H -26.296 11.536 -13.710
19 H -26.648 13.079 -14.221
20 C -26.188 11.810 -15.766
21 H -22.997 11.202 -13.971
22 H -24.435 10.679 -13.031
23 H -23.469 11.730 -12.316
24 H -25.791 10.797 -15.694
25 H -25.615 12.414 -16.470
26 H -27.212 11.719 -16.127
27 C -12.870 12.051 -6.422
28 C -12.949 11.155 -7.590
29 O -12.118 11.148 -8.501
30 N -14.085 10.137 -7.594
31 H -13.765 9.391 -8.196
32 H -14.296 9.671 -6.723
33 C -15.339 10.839 -8.124
34 H -13.831 12.532 -6.240
35 H -12.187 12.854 -6.699
36 H -12.482 11.613 -5.503
37 H -16.052 10.027 -8.268
38 H -15.089 11.362 -9.047
39 H -15.832 11.526 -7.437
40 C -20.831 3.909 1.901
41 C -19.807 4.089 0.812
42 O -20.237 4.245 -0.301
43 N -18.286 4.118 1.030
44 H -17.990 5.059 1.246
45 H -18.166 3.706 1.944
46 C -17.434 3.574 -0.175
47 H -21.698 3.325 1.593
48 H -21.067 4.884 2.327
49 H -20.310 3.385 2.703
50 H -16.406 3.523 0.183
51 H -17.547 4.296 -0.983
52 H -17.776 2.563 -0.399
53 C -16.529 1.184 -15.009
54 C -15.607 -0.041 -15.022
55 O -15.702 -0.864 -15.897
56 N -14.335 -0.020 -14.168
57 H -14.469 0.626 -13.403
58 H -14.229 -0.966 -13.831
59 C -13.156 0.518 -15.004
60 H -15.967 2.057 -15.342
61 H -16.902 1.283 -13.990
62 H -17.319 1.106 -15.756
63 H -13.217 1.580 -15.245
64 H -13.068 0.015 -15.967
65 H -12.373 0.284 -14.283
66 C -19.380 3.254 -7.330
67 C -20.164 3.233 -8.623
68 O -20.613 2.132 -9.024
69 N -20.647 4.618 -9.135
70 H -21.010 5.186 -8.382
71 H -19.826 5.150 -9.387
72 C -21.664 4.538 -10.282
73 H -19.149 2.248 -6.980
74 H -19.805 3.725 -6.443
75 H -18.436 3.778 -7.482
76 H -21.819 5.554 -10.645
77 H -22.595 4.109 -9.910
78 H -21.112 3.968 -11.029
79 C -19.313 -4.523 -7.462
80 C -19.468 -5.877 -8.177
81 O -20.522 -6.184 -8.789
82 N -18.278 -6.898 -8.083
83 H -18.242 -7.470 -8.915
84 H -17.391 -6.421 -8.155
85 C -18.336 -7.708 -6.713
86 H -19.114 -4.718 -6.408
87 H -20.239 -3.949 -7.479
88 H -18.594 -3.811 -7.868
89 H -19.378 -7.701 -6.391
90 H -17.738 -7.242 -5.930
91 H -18.091 -8.756 -6.883
92 P -15.243 -3.078 -2.767
93 F -16.361 -2.092 -3.418
94 F -14.163 -1.891 -3.102
95 F -15.336 -2.475 -1.279
96 F -14.115 -4.165 -2.267
97 F -16.458 -4.117 -2.267
98 F -15.179 -3.681 -4.249
99 P -20.162 7.774 -17.515
100 F -20.382 8.662 -18.853
101 F -20.874 6.529 -18.325
102 F -18.773 7.299 -18.235
103 F -19.933 6.727 -16.279
104 F -19.523 9.031 -16.719
105 F -21.666 8.208 -17.084
106 N -23.580 -3.389 -15.161
107 S -22.499 -2.439 -14.599
108 O -22.564 -0.989 -14.963
109 O -21.174 -2.942 -14.238
110 F -23.144 -2.403 -13.121
111 S -22.881 -3.292 -16.720
112 O -21.745 -4.118 -16.939
113 O -23.103 -2.073 -17.447
114 F -24.062 -4.172 -17.426
115 N -28.494 9.291 -11.200
116 S -28.347 8.522 -9.660
117 O -27.375 7.460 -9.617
118 O -29.495 8.493 -8.755
119 F -27.492 9.702 -8.907
120 S -29.276 8.058 -11.728
121 O -30.585 7.701 -11.230
122 O -28.327 6.973 -12.175
123 F -29.745 8.712 -13.160
124 N -17.718 8.846 -3.344
125 O -17.433 10.001 -3.608
126 O -17.388 7.964 -4.097
127 O -18.271 8.664 -2.278
128 N -22.372 8.962 -6.503
129 O -22.577 7.808 -6.195
130 O -22.870 9.851 -5.866
131 O -21.622 9.335 -7.390
132 N -14.974 5.050 -10.503
133 O -13.972 5.664 -10.308
134 O -15.998 5.660 -10.768
135 O -14.935 3.847 -10.528

Results
Kohn-Sham gap, eV: 2.66
LUMO, eV: -2.5
Net charge: 0
Energy relative to the best compared isomer or geometry (same formula, charge and spin), kJ/mol: 801.62
Largest force on an atom, hartree/bohr: 0.166


# 2
Molecular formula: C21H56F6N8O10P
Method: DFT, wB97M-V/def2-TZVPD

Geometry (Å):
1 C -3.670 1.726 1.050
2 C -4.900 1.106 0.445
3 O -5.495 0.191 0.869
4 N -5.348 1.803 -0.835
5 H -6.357 1.990 -0.758
6 H -4.975 2.749 -0.946
7 C -4.999 0.984 -2.068
8 H -2.835 1.944 0.392
9 H -3.324 1.014 1.797
10 H -4.108 2.544 1.635
11 H -3.947 0.800 -2.235
12 H -5.489 1.543 -2.867
13 H -5.588 0.070 -2.030
14 C 3.348 0.005 -4.292
15 C 2.632 0.100 -2.992
16 O 3.031 -0.122 -1.897
17 N 1.128 0.411 -3.078
18 H 0.725 0.498 -2.119
19 H 0.911 1.303 -3.523
20 C 0.350 -0.609 -3.983
21 H 4.426 0.109 -4.155
22 H 3.212 0.923 -4.880
23 H 3.080 -0.866 -4.886
24 H -0.657 -0.222 -4.084
25 H 0.328 -1.658 -3.712
26 H 0.906 -0.483 -4.909
27 C 1.325 -3.871 -1.013
28 C 0.409 -4.856 -0.322
29 O -0.014 -4.738 0.770
30 N 0.099 -6.057 -1.202
31 H 0.976 -6.554 -1.392
32 H -0.484 -6.723 -0.681
33 C -0.608 -5.747 -2.504
34 H 0.823 -3.541 -1.924
35 H 2.354 -4.180 -1.179
36 H 1.303 -2.997 -0.363
37 H -1.556 -5.242 -2.357
38 H -0.816 -6.717 -2.956
39 H 0.077 -5.232 -3.168
40 C -4.979 -4.130 0.938
41 C -3.764 -4.078 1.833
42 O -3.640 -4.806 2.756
43 N -2.752 -2.960 1.684
44 H -1.778 -3.267 1.755
45 H -2.736 -2.503 0.759
46 C -3.068 -1.837 2.666
47 H -4.742 -4.524 -0.048
48 H -5.421 -3.138 0.826
49 H -5.713 -4.801 1.374
50 H -3.259 -2.232 3.659
51 H -3.906 -1.241 2.323
52 H -2.121 -1.297 2.609
53 C 5.638 0.754 -0.251
54 C 4.676 0.929 0.874
55 O 3.844 1.774 0.861
56 N 4.806 -0.055 2.017
57 H 5.410 -0.842 1.771
58 H 5.253 0.470 2.780
59 C 3.421 -0.527 2.417
60 H 5.578 -0.297 -0.553
61 H 6.675 0.997 -0.002
62 H 5.367 1.369 -1.102
63 H 2.958 -1.045 1.579
64 H 2.775 0.194 2.900
65 H 3.538 -1.369 3.106
66 C -0.130 5.911 -1.787
67 C 0.236 4.762 -0.914
68 O -0.133 4.600 0.202
69 N 1.276 3.804 -1.430
70 H 1.153 2.862 -0.969
71 H 0.977 3.652 -2.398
72 C 2.700 4.302 -1.264
73 H -1.065 5.509 -2.220
74 H 0.486 6.167 -2.647
75 H -0.454 6.802 -1.257
76 H 2.857 4.647 -0.250
77 H 2.825 5.096 -1.999
78 H 3.365 3.504 -1.582
79 C 1.700 3.796 3.226
80 C 2.544 3.086 4.231
81 O 3.469 2.370 4.051
82 N 2.085 3.244 5.671
83 H 2.711 3.891 6.175
84 H 1.209 3.770 5.776
85 C 1.904 1.934 6.425
86 H 1.964 3.488 2.222
87 H 1.969 4.843 3.419
88 H 0.662 3.537 3.433
89 H 1.303 1.270 5.810
90 H 1.445 2.231 7.363
91 H 2.895 1.496 6.504
92 P -2.851 -2.256 -2.267
93 F -2.795 -3.299 -3.486
94 F -3.159 -3.497 -1.218
95 F -1.274 -2.543 -1.984
96 F -2.791 -1.243 -0.967
97 F -2.650 -1.007 -3.259
98 F -4.445 -2.062 -2.344
99 N 0.446 0.588 0.635
100 O 0.409 1.053 1.807
101 O 0.315 1.396 -0.351
102 O 0.510 -0.642 0.463

Results
Kohn-Sham gap, eV: 9.53
LUMO, eV: -11.4
Net charge: +5
Largest force on an atom, hartree/bohr: 0.048


# 3
Molecular formula: C21H57B2F4N5O3Sn
Method: DFT, wB97M-V/def2-TZVPD

Geometry (Å):
1 Sn -2.992 2.360 1.679
2 B -0.884 0.503 0.369
3 H -1.581 1.106 -0.191
4 H -1.495 -0.107 1.017
5 H -0.264 -0.135 -0.242
6 H -0.352 1.214 0.981
7 C -1.014 -4.218 -4.852
8 C -0.482 -3.612 -3.593
9 N -1.534 -3.068 -2.692
10 C -1.530 -1.806 -2.220
11 C -2.732 -1.607 -1.526
12 N -3.470 -2.731 -1.565
13 C -2.788 -3.617 -2.422
14 C -4.769 -3.057 -1.035
15 H -1.875 -4.882 -4.768
16 H -0.384 -5.062 -5.131
17 H -1.062 -3.594 -5.744
18 H 0.173 -2.822 -3.960
19 H 0.192 -4.320 -3.111
20 H -0.711 -1.115 -2.350
21 H -3.092 -0.787 -0.921
22 H -3.200 -4.568 -2.726
23 H -5.398 -2.207 -0.771
24 H -4.589 -3.488 -0.050
25 H -5.282 -3.810 -1.632
26 C 1.590 5.342 -2.969
27 N 0.214 5.035 -2.264
28 C 0.514 4.057 -1.106
29 C -0.225 6.347 -1.651
30 C -0.861 4.636 -3.377
31 C -0.868 3.134 -3.694
32 O 0.445 2.819 -4.194
33 H 2.418 4.700 -2.667
34 H 1.915 6.374 -2.837
35 H 1.517 5.187 -4.045
36 H 1.555 3.983 -0.788
37 H 0.074 3.086 -1.331
38 H -0.027 4.463 -0.252
39 H -0.369 6.974 -2.531
40 H 0.418 6.659 -0.828
41 H -1.193 5.975 -1.315
42 H -0.611 5.239 -4.250
43 H -1.820 4.969 -2.981
44 H -1.684 3.014 -4.407
45 H -1.343 2.507 -2.940
46 H 0.198 2.411 -5.027
47 C 1.560 -5.868 2.672
48 N 0.899 -5.043 1.571
49 C 1.100 -5.803 0.219
50 C -0.637 -5.114 1.703
51 C 1.640 -3.723 1.535
52 C 0.806 -2.701 0.739
53 O -0.285 -2.191 1.460
54 H 1.077 -6.834 2.819
55 H 1.459 -5.343 3.622
56 H 2.572 -6.038 2.306
57 H 0.658 -5.195 -0.570
58 H 0.641 -6.787 0.120
59 H 2.179 -5.733 0.075
60 H -0.996 -6.136 1.823
61 H -1.163 -4.710 0.838
62 H -0.881 -4.671 2.669
63 H 2.578 -3.887 1.005
64 H 1.756 -3.337 2.548
65 H 0.414 -3.155 -0.171
66 H 1.435 -1.839 0.516
67 H -0.628 -1.368 1.105
68 C 4.124 1.727 4.119
69 N 2.672 1.493 3.616
70 C 2.858 0.574 2.356
71 C 2.045 0.744 4.828
72 C 1.914 2.848 3.380
73 C 1.746 3.795 4.550
74 O 1.221 3.362 5.776
75 H 4.704 2.135 3.292
76 H 4.722 0.841 4.331
77 H 4.153 2.382 4.990
78 H 3.440 -0.262 2.746
79 H 3.463 1.037 1.577
80 H 1.799 0.333 2.264
81 H 0.993 0.751 4.542
82 H 2.270 1.155 5.812
83 H 2.412 -0.282 4.871
84 H 0.955 2.453 3.045
85 H 2.189 3.344 2.449
86 H 1.243 4.683 4.167
87 H 2.787 4.096 4.669
88 H 0.329 3.098 5.537
89 B -3.781 2.711 -1.757
90 F -4.933 2.431 -1.082
91 F -3.135 3.606 -0.944
92 F -3.117 1.578 -1.841
93 F -4.001 3.363 -2.995

Results
Kohn-Sham gap, eV: 5.27
LUMO, eV: -13.6
Net charge: +4
Largest force on an atom, hartree/bohr: 0.100


# 4
Molecular formula: C21H57BCl2O4PSi4
Method: DFT, wB97M-V/def2-TZVPD

Geometry (Å):
1 C 3.834 6.638 0.690
2 C 2.505 5.814 0.805
3 C 2.316 5.458 2.313
4 C 2.765 4.437 0.083
5 C 3.013 4.755 -1.421
6 P 2.897 3.261 -2.553
7 Cl 1.321 3.756 -3.837
8 C 2.315 1.735 -1.696
9 B 3.393 0.967 -0.775
10 O 3.928 1.435 0.429
11 O 3.837 -0.299 -1.228
12 C 4.349 3.046 -3.668
13 C 5.722 2.743 -3.009
14 C 5.987 3.385 -1.633
15 Cl 6.103 0.962 -2.986
16 H 4.091 7.162 1.618
17 H 3.807 7.320 -0.175
18 H 4.652 5.921 0.485
19 H 1.638 6.333 0.374
20 H 2.211 6.380 2.897
21 H 1.490 4.750 2.477
22 H 3.242 4.946 2.626
23 H 3.660 4.023 0.560
24 H 1.860 3.832 0.236
25 H 2.259 5.501 -1.725
26 H 3.984 5.237 -1.610
27 H 1.843 1.057 -2.426
28 H 1.492 2.069 -1.030
29 H 3.286 1.429 1.140
30 H 3.069 -0.872 -1.157
31 H 4.432 3.960 -4.281
32 H 4.101 2.229 -4.369
33 H 6.480 3.160 -3.687
34 H 6.919 3.028 -1.174
35 H 5.190 3.236 -0.887
36 H 6.095 4.473 -1.790
37 O -3.209 0.479 -2.724
38 Si -2.250 0.314 -4.067
39 C -3.237 -0.389 -5.496
40 C -0.813 -0.840 -3.703
41 C -1.548 1.970 -4.591
42 Si -4.130 -0.469 -1.712
43 C -4.930 0.566 -0.375
44 C -3.058 -1.770 -0.888
45 C -5.483 -1.332 -2.681
46 H -3.564 -1.407 -5.278
47 H -2.631 -0.414 -6.404
48 H -4.121 0.222 -5.689
49 H -0.257 -0.498 -2.825
50 H -0.128 -0.879 -4.553
51 H -1.169 -1.853 -3.507
52 H -0.947 2.403 -3.792
53 H -2.346 2.671 -4.841
54 H -0.912 1.847 -5.471
55 H -4.177 1.070 0.235
56 H -5.528 -0.069 0.282
57 H -5.587 1.324 -0.806
58 H -2.660 -2.471 -1.626
59 H -3.637 -2.337 -0.157
60 H -2.216 -1.302 -0.371
61 H -5.058 -2.039 -3.397
62 H -6.083 -0.606 -3.233
63 H -6.142 -1.884 -2.008
64 O -2.419 -4.491 4.132
65 Si -1.607 -3.188 3.508
66 C -0.742 -3.663 1.911
67 C -0.319 -2.577 4.728
68 C -2.782 -1.777 3.138
69 Si -2.099 -6.030 4.678
70 C -3.670 -6.878 5.234
71 C -0.912 -5.973 6.129
72 C -1.325 -7.056 3.311
73 H 0.042 -4.401 2.098
74 H -0.280 -2.786 1.450
75 H -1.452 -4.090 1.200
76 H -0.779 -2.359 5.694
77 H 0.156 -1.665 4.359
78 H 0.459 -3.327 4.881
79 H -3.295 -1.449 4.045
80 H -3.534 -2.077 2.406
81 H -2.230 -0.926 2.732
82 H -4.144 -6.328 6.050
83 H -3.445 -7.886 5.591
84 H -4.385 -6.959 4.414
85 H 0.063 -5.589 5.820
86 H -0.768 -6.972 6.545
87 H -1.300 -5.325 6.918
88 H -0.345 -6.660 3.035
89 H -1.958 -7.051 2.421
90 H -1.195 -8.090 3.635

Results
Kohn-Sham gap, eV: 7.82
LUMO, eV: -3.6
Net charge: +1
Largest force on an atom, hartree/bohr: 0.043


| no. | E_tot (a.u.) |
| --- | --- |
| 1 | -7169.0989 |
| 2 | -2962.9361 |
| 3 | -1995.7818 |
| 4 | -3580.0627 |